# 1
DFT (ωB97M-V with the def2-TZVPD basis set) results for a structure of composition C44H50AsBr2CsN6O5Si3.

Element x y z (Å)
Cs: -1.3929 -0.3632 0.3167
O: -3.7363 4.4078 5.2442
C: -3.0143 3.7679 4.2755
C: -3.5962 3.2812 3.1159
C: -2.7881 2.6664 2.1783
N: -1.4647 2.5300 2.3549
C: -0.9488 2.9930 3.4629
Br: 0.9481 2.8138 3.6616
C: -1.6516 3.6275 4.4752
H: -4.6536 4.4500 4.9545
H: -4.6613 3.3807 2.9381
H: -3.1880 2.2895 1.2303
H: -1.1723 4.0028 5.3675
Br: -4.2201 -9.6857 2.7872
C: -2.9994 -8.4540 3.5784
C: -2.8171 -8.4578 4.9480
C: -1.9059 -7.5792 5.5179
C: -1.1769 -6.6727 4.7431
C: -1.4047 -6.6775 3.3557
C: -2.2954 -7.5679 2.7772
N: -0.1081 -5.9982 5.3707
N: 0.3622 -4.8804 4.9737
C: -0.3499 -3.9012 4.3522
C: -1.7653 -3.7695 4.3493
C: -2.4061 -2.6786 3.8542
C: -1.7019 -1.5869 3.2089
O: -2.2676 -0.6006 2.7472
C: -0.2186 -1.7399 3.1507
N: 0.4643 -0.7767 2.4993
C: 1.7745 -0.8271 2.4601
C: 2.5110 -1.8472 3.0813
C: 1.8338 -2.8483 3.7243
C: 0.4246 -2.8281 3.7646
H: -3.3793 -9.1434 5.5680
H: -1.7457 -7.5771 6.5899
H: -0.8642 -5.9820 2.7276
H: -2.4485 -7.5614 1.7061
H: -2.3531 -4.5465 4.8167
H: -3.4824 -2.5846 3.9306
H: 2.2695 -0.0285 1.9144
H: 3.5939 -1.8397 3.0433
H: 2.3515 -3.6653 4.2080
C: -5.8332 0.0971 -2.0193
C: -5.9431 1.0717 -3.0155
C: -5.0898 2.1674 -2.9922
C: -4.0783 2.2594 -2.0126
C: -3.9823 1.3362 -0.9587
C: -4.9268 0.2951 -0.9836
C: -3.0344 3.3297 -2.1177
C: -2.8588 4.0731 -3.3388
C: -1.9006 5.0257 -3.4390
C: -1.0290 5.2619 -2.3463
C: 0.0491 6.1779 -2.3827
C: 0.8967 6.2957 -1.3168
C: 0.6953 5.4942 -0.1658
C: -0.3422 4.6068 -0.1074
C: -1.2406 4.4715 -1.1999
N: -2.2433 3.5560 -1.0930
H: -6.4604 -0.7913 -2.0600
H: -6.6910 0.9813 -3.7972
H: -5.2443 2.9466 -3.7347
H: -4.9365 -0.4209 -0.1578
H: -3.4796 3.8481 -4.1931
H: -1.7632 5.5843 -4.3603
H: 0.2051 6.7657 -3.2817
H: 1.7334 6.9839 -1.3564
H: 1.3793 5.5799 0.6716
H: -0.4872 3.9474 0.7427
C: 3.4128 1.3640 -4.6861
Si: 1.8649 1.1789 -3.6367
C: 0.6643 0.3332 -4.7723
C: 1.2303 2.8966 -3.2688
As: 2.1705 0.1936 -1.5117
Si: 2.9299 -1.9183 -2.1656
C: 3.4381 -2.8543 -0.6237
C: 1.6013 -2.9179 -3.0023
C: 4.4284 -1.9182 -3.3072
Si: 4.1643 1.2285 -0.8255
C: 5.5360 1.8473 -1.9519
C: 3.5652 2.7538 0.0833
C: 5.0652 0.1701 0.4369
H: 3.1571 1.9701 -5.5637
H: 3.7625 0.3877 -5.0369
H: 4.2401 1.8469 -4.1673
H: 0.3540 1.0612 -5.5303
H: -0.2231 -0.0417 -4.2554
H: 1.1313 -0.5186 -5.2795
H: 0.8959 3.3965 -4.1834
H: 1.9922 3.5231 -2.7933
H: 0.3793 2.8393 -2.5839
H: 2.7217 -2.6797 0.1852
H: 4.4242 -2.5515 -0.2601
H: 3.4595 -3.9295 -0.8288
H: 0.9263 -3.3528 -2.2595
H: 2.0536 -3.7261 -3.5866
H: 0.9812 -2.3078 -3.6668
H: 5.0816 -1.0564 -3.1427
H: 4.1137 -1.9020 -4.3560
H: 5.0140 -2.8300 -3.1421
H: 5.2342 2.7462 -2.4966
H: 5.8618 1.1049 -2.6865
H: 6.3940 2.1022 -1.3198
H: 3.0246 3.4249 -0.5925
H: 4.4020 3.3105 0.5219
H: 2.8694 2.4815 0.8834
H: 5.6480 -0.6217 -0.0444
H: 4.3755 -0.3066 1.1403
H: 5.7517 0.8053 1.0076
O: -1.7610 -1.6129 -3.4753
N: -1.4716 -1.5116 -2.2707
O: -0.4648 -0.8266 -1.9134
O: -2.1498 -2.0672 -1.3793

Atoms 1-6, force components in eV/Å:
-0.443 2.689 1.837
-0.009 -0.019 -0.023
0.010 0.087 0.106
-0.057 -0.038 -0.029
0.170 -0.049 -0.214
0.096 -0.008 0.008

Computed properties:
energy above the lowest of the compared OMol25 structures with the same formula, charge and spin: 0.000 eV
orbital gap: 0.1830 hartree
total charge: -2
calculated total energy: -10683.8251 Ha



# 2
DFT (ωB97M-V with the def2-TZVPD basis set) results for a structure of composition C44H51CaN5O8P2Se2.

Element x y z (Å)
Ca: 0.1596 -0.3540 -0.2107
C: 2.1995 0.9420 -2.0300
C: 3.1331 0.0293 -1.2147
O: 2.5755 -0.3610 0.0638
C: 2.9060 0.4465 1.2108
C: 2.0459 1.7076 1.3340
O: 0.6650 1.3495 1.1533
C: -0.2968 1.6001 2.1867
C: -1.7028 1.4204 1.6007
O: -1.8415 0.1085 1.0148
C: -3.0262 -0.0607 0.1999
C: -2.7015 -0.9531 -1.0061
O: -1.5145 -0.4005 -1.5819
C: -1.2302 -0.2935 -2.9882
C: -0.0425 0.6751 -3.1037
O: 1.0025 0.1711 -2.2296
H: 2.6525 1.1726 -2.9986
H: 1.9744 1.8797 -1.5100
H: 4.1061 0.5034 -1.0693
H: 3.2515 -0.8950 -1.7800
H: 3.9643 0.7215 1.1841
H: 2.7164 -0.1984 2.0688
H: 2.2881 2.4590 0.5862
H: 2.1808 2.1595 2.3194
H: -0.1929 2.6337 2.5262
H: -0.1257 0.9179 3.0253
H: -1.8433 2.1709 0.8225
H: -2.4433 1.5522 2.3944
H: -3.3350 0.9138 -0.1787
H: -3.8155 -0.5056 0.8108
H: -3.5193 -0.9147 -1.7279
H: -2.5211 -1.9905 -0.7060
H: -2.1041 0.1122 -3.4990
H: -0.9517 -1.2737 -3.3807
H: -0.3504 1.6599 -2.7625
H: 0.3317 0.7116 -4.1293
Se: 2.0337 -7.6335 0.1671
P: 1.4422 -6.4650 -1.4738
C: 2.7246 -6.4295 -2.7518
C: 3.8930 -5.7136 -2.4970
C: 4.9270 -5.7243 -3.4129
C: 4.8080 -6.4580 -4.5897
C: 3.6545 -7.1800 -4.8393
C: 2.6117 -7.1690 -3.9187
C: -0.0695 -7.0775 -2.2815
C: -0.6288 -6.4017 -3.3679
C: -1.7772 -6.8898 -3.9672
C: -2.3793 -8.0488 -3.4898
C: -1.8254 -8.7229 -2.4140
C: -0.6697 -8.2399 -1.8124
C: 1.0891 -4.7039 -1.2233
C: 0.7106 -3.8270 -0.2037
N: 0.5636 -2.6209 -0.7837
N: 0.8506 -2.7327 -2.0815
N: 1.1640 -3.9730 -2.3586
P: 0.3543 -3.9102 1.5748
Se: 0.2187 -1.9732 2.4980
C: 1.6617 -4.8739 2.3327
C: 1.3747 -5.8319 3.2949
C: 2.4102 -6.5111 3.9200
C: 3.7255 -6.2248 3.5890
C: 4.0121 -5.2492 2.6417
C: 2.9834 -4.5692 2.0175
C: -1.2007 -4.8228 1.7492
C: -1.3422 -6.0793 1.1613
C: -2.5635 -6.7300 1.1991
C: -3.6511 -6.1333 1.8244
C: -3.5108 -4.8914 2.4230
C: -2.2883 -4.2331 2.3846
H: 3.9900 -5.1500 -1.5765
H: 5.8308 -5.1636 -3.2126
H: 5.6196 -6.4681 -5.3056
H: 3.5591 -7.7558 -5.7506
H: 1.7151 -7.7409 -4.1200
H: -0.1628 -5.4964 -3.7367
H: -2.2062 -6.3655 -4.8113
H: -3.2775 -8.4259 -3.9620
H: -2.2879 -9.6282 -2.0418
H: -0.2167 -8.7617 -0.9781
H: 0.3474 -6.0650 3.5436
H: 2.1882 -7.2696 4.6589
H: 4.5319 -6.7621 4.0709
H: 5.0399 -5.0267 2.3866
H: 3.2014 -3.8058 1.2786
H: -0.4936 -6.5665 0.6991
H: -2.6620 -7.7027 0.7352
H: -4.6075 -6.6398 1.8463
H: -4.3527 -4.4279 2.9207
H: -2.1705 -3.2601 2.8444
C: -4.1400 4.7087 -0.1262
C: -3.9311 4.8102 -1.6312
C: -2.4624 4.6687 -2.0568
C: -2.3570 4.8110 -3.5877
C: -0.9305 4.7955 -4.1220
C: -1.6779 5.7975 -1.4248
O: -1.9787 6.9652 -1.5679
N: -0.5977 5.4246 -0.6775
C: -0.0523 4.1314 -0.6106
O: 1.0621 4.0389 -0.1007
N: -0.7578 3.0694 -1.0671
C: -1.9490 3.2710 -1.6718
O: -2.6703 2.3196 -1.9923
H: -5.1989 4.7647 0.1275
H: -3.6347 5.5176 0.4056
H: -3.7601 3.7584 0.2583
H: -4.2864 5.7769 -1.9913
H: -4.4872 4.0226 -2.1400
H: -2.8457 5.7481 -3.8614
H: -2.9325 3.9897 -4.0195
H: -0.3602 5.6584 -3.7723
H: -0.9247 4.8231 -5.2120
H: -0.3965 3.8947 -3.8091
H: -0.0259 6.1602 -0.2893

Atoms 1-6, force components in eV/Å:
0.457 -0.825 1.230
-0.179 -0.264 0.105
-0.390 0.232 0.003
0.162 0.614 -0.337
-0.259 0.123 -0.005
-0.057 -0.251 0.117

Computed properties:
energy above the lowest of the compared OMol25 structures with the same formula, charge and spin: 0.875 eV
orbital gap: 0.3025 hartree
total charge: 0
calculated total energy: -8746.3488 Ha